[1]
Here is a molecular structure, C11H12AlN2P in a non-equilibrium geometry from OMol25. Energies are from the ωB97M-V functional and the def2-TZVPD basis.

The geometry in XYZ format:
```
27
C11H12AlN2P (the ωB97M-V functional and the def2-TZVPD basis)
C 0.92 -1.57 -2.06
C 1.73 -2.16 -1.09
C 0.96 -3.04 -0.27
C -0.40 -3.04 -0.70
C -0.56 -2.17 -1.78
Al -0.97 1.85 0.22
P -0.71 4.18 0.15
H 1.16 -0.87 -2.85
H 2.80 -1.97 -0.98
H 1.35 -3.63 0.56
H -1.45 -1.93 -2.36
H -1.20 -3.62 -0.24
H -1.86 4.81 -0.47
H 0.36 4.68 -0.69
H -0.55 4.94 1.36
N 0.54 -0.86 6.75
C 0.30 -0.38 5.71
C 0.00 0.21 4.43
C -1.32 0.46 4.04
C -1.58 1.00 2.80
N -0.55 1.27 1.93
C 0.75 1.03 2.29
C 1.04 0.54 3.55
H -2.15 0.22 4.71
H -2.58 1.24 2.45
H 1.50 1.28 1.55
H 2.08 0.39 3.83
```

Results
Energy   -1119.45549 Ha
Spin multiplicity   1
Total charge   0
HOMO energy (alpha / beta)   -0.260 / -0.206 hartree
HOMO-LUMO gap (alpha / beta)   6.3 / 4.4 eV
Relative energy (zero: lowest compared OMol25 entry of this formula, charge and spin)   1.777 eV


[2]
Here is a molecular structure, C11H12BN4OOsS6 in a non-equilibrium geometry from OMol25. Energies are from the ωB97M-V functional and the def2-TZVPD basis.

The geometry in XYZ format:
```
36
C11H12BN4OOsS6 (the ωB97M-V functional and the def2-TZVPD basis)
Os -0.19 -0.59 -1.08
O 0.16 -7.17 -1.02
C 0.01 -6.03 -1.28
S -1.49 -5.12 -0.96
C -0.88 -3.56 -1.43
C 0.41 -3.51 -1.94
S 1.18 -2.04 -2.41
S 1.27 -5.01 -2.06
S -1.88 -2.18 -1.19
C -2.88 1.67 -2.21
N -2.46 1.95 -0.86
C -3.27 2.23 0.20
C -2.44 2.46 1.27
N -1.15 2.32 0.87
B 0.07 2.66 1.77
N 1.28 1.74 1.47
C 2.57 2.16 1.43
C 3.37 1.07 1.28
N 2.57 -0.03 1.24
C 2.96 -1.40 1.12
C 1.29 0.41 1.33
S -0.08 -0.64 1.26
C -1.17 2.00 -0.43
S 0.18 1.69 -1.48
H -3.96 1.54 -2.23
H -2.40 0.76 -2.57
H -2.60 2.50 -2.87
H -4.33 2.23 0.13
H -2.69 2.71 2.28
H 0.39 3.77 1.53
H -0.25 2.49 2.89
H 2.82 3.19 1.50
H 4.44 1.00 1.20
H 4.04 -1.46 1.01
H 2.49 -1.85 0.24
H 2.66 -1.96 2.01
```

Results
Energy   -3225.13173 Ha
Spin multiplicity   1
Total charge   +1
HOMO energy (alpha / beta)   -0.405 / -0.404 hartree
HOMO-LUMO gap (alpha / beta)   5.4 / 5.4 eV


[3]
Here is a molecular structure, C11H12I2O in a non-equilibrium geometry from OMol25. Energies are from the ωB97M-V functional and the def2-TZVPD basis.

The geometry in XYZ format:
```
26
C11H12I2O (the ωB97M-V functional and the def2-TZVPD basis)
C 2.83 2.34 1.27
C 3.48 1.11 1.15
C 1.49 2.54 0.85
C 2.78 0.03 0.56
C 0.79 1.41 0.28
C 1.48 0.19 0.24
C -3.21 0.20 -0.15
C -2.54 -0.90 0.01
C -2.76 -2.24 -0.60
C 0.60 -0.92 -0.14
C -1.24 -0.96 1.41
O -0.08 -1.48 0.97
I -2.19 -2.45 2.82
I -1.28 0.86 2.66
H 3.30 3.19 1.61
H 4.49 0.91 1.44
H 0.85 3.33 1.35
H 3.38 -0.90 0.35
H -0.28 1.43 0.05
H -3.11 1.17 0.32
H -4.00 0.04 -0.96
H -2.88 -2.05 -1.66
H -2.08 -2.89 -0.22
H -3.71 -2.77 -0.13
H -0.18 -0.58 -0.77
H 1.06 -1.75 -0.68
```

Results
Energy   -1096.72407 Ha
Spin multiplicity   3
Total charge   0
HOMO energy (alpha / beta)   -0.211 / -0.324 hartree
HOMO-LUMO gap (alpha / beta)   6.2 / 5.5 eV


[4]
Here is a gas-phase ion, C11H12N (charge +1) in a non-equilibrium geometry from OMol25. Energies are from the ωB97M-V functional and the def2-TZVPD basis.

The geometry in XYZ format:
```
24
C11H12N (the ωB97M-V functional and the def2-TZVPD basis)
C 0.19 2.48 2.63
C -1.20 2.41 2.47
C 1.02 1.78 1.80
C -1.80 1.67 1.54
C 1.24 -0.24 0.47
C -1.61 -0.20 0.09
C 0.46 0.72 0.97
C -0.94 0.73 0.77
C 0.94 -1.35 -0.43
C 1.92 -2.18 -0.74
C -0.46 -0.97 -2.33
N -0.37 -1.43 -1.01
H 0.46 3.24 3.32
H -1.89 2.97 3.21
H 2.07 1.81 1.85
H -2.78 1.74 1.18
H 2.35 -0.06 0.64
H -2.62 -0.36 -0.11
H 1.90 -2.86 -1.61
H 2.80 -1.95 -0.08
H 0.49 -1.18 -2.79
H -1.32 -1.34 -2.88
H -0.57 0.08 -2.35
H -0.66 -2.34 -0.92
```

Results
Energy   -480.68996 Ha
Spin multiplicity   1
Total charge   +1
HOMO energy   -0.427 hartree
HOMO-LUMO gap   6.8 eV
Relative energy (zero: lowest compared OMol25 entry of this formula, charge and spin)   4.293 eV


[5]
Here is a molecular structure, C11H12N2O4STm in a non-equilibrium geometry from OMol25. Energies are from the ωB97M-V functional and the def2-TZVPD basis.

The geometry in XYZ format:
```
31
C11H12N2O4STm (the ωB97M-V functional and the def2-TZVPD basis)
C 2.81 -1.77 0.10
C 2.84 -0.36 -0.39
O 2.56 -0.06 -1.50
O 3.23 0.64 0.49
C 2.16 1.15 1.21
C 1.24 1.97 0.27
C 0.11 1.20 -0.34
C -0.73 0.33 0.38
C -1.74 -0.42 -0.17
C -2.61 -1.42 0.54
O -2.07 -1.73 1.83
O -2.90 -1.13 2.84
C -1.95 -0.28 -1.58
N -2.84 -0.91 -2.33
S -2.66 -0.36 -3.85
N -1.47 0.66 -3.65
C -1.14 0.62 -2.32
C -0.11 1.36 -1.75
H 2.44 -1.88 1.12
H 3.82 -2.17 0.04
H 2.19 -2.34 -0.58
H 2.56 1.82 1.97
H 1.63 0.35 1.76
H 1.88 2.32 -0.54
H 0.87 2.87 0.77
H -0.48 0.23 1.45
H -2.68 -2.32 -0.05
H -3.62 -1.01 0.66
H -2.92 -0.20 2.60
H 0.52 2.01 -2.34
Tm -0.94 0.84 3.38
```

Results
Energy   -2318.84568 Ha
Spin multiplicity   3
Total charge   +3
HOMO energy (alpha / beta)   -0.709 / -0.709 hartree
HOMO-LUMO gap (alpha / beta)   6.2 / 5.3 eV


[6]
Here is a single C11H12N2OS molecule in a non-equilibrium geometry from OMol25. Energies are from the ωB97M-V functional and the def2-TZVPD basis.

The geometry in XYZ format:
```
27
C11H12N2OS (the ωB97M-V functional and the def2-TZVPD basis)
N -0.71 2.70 -1.92
C -1.14 2.17 -1.00
C -1.50 1.68 0.29
S -0.13 0.27 0.51
O -0.19 0.14 1.91
C 1.65 0.07 0.11
C 2.47 0.00 1.20
C 3.78 -0.15 1.03
C 4.33 -0.07 -0.27
N 3.52 0.15 -1.32
C 2.20 0.27 -1.13
C -0.69 -1.29 -0.20
C -2.18 -1.46 0.15
C -2.95 -0.34 -0.48
C -2.83 1.00 0.30
H 1.92 -0.01 2.13
H 4.42 -0.34 1.87
H 5.41 -0.11 -0.31
H 1.58 0.55 -1.94
H -0.14 -2.03 0.31
H -0.52 -1.25 -1.26
H -2.34 -1.52 1.27
H -2.44 -2.45 -0.15
H -2.63 -0.20 -1.50
H -4.10 -0.44 -0.71
H -3.60 1.54 -0.28
H -3.22 1.11 1.41
```

Results
Energy   -1009.10012 Ha
Spin multiplicity   1
SMILES string   N#CC1=[S@](=O)(c2cccnc2)CCCC1
Total charge   0
HOMO energy   -0.298 hartree
HOMO-LUMO gap   7.5 eV
Relative energy (zero: lowest compared OMol25 entry of this formula, charge and spin)   5.802 eV


[7]
Here is 2 unconnected molecules or ions with the total composition C11H12NO2 in a non-equilibrium geometry from OMol25. Energies are from the ωB97M-V functional and the def2-TZVPD basis.

The geometry in XYZ format:
```
26
C11H12NO2 (the ωB97M-V functional and the def2-TZVPD basis)
C 0.75 1.55 2.49
C 0.54 0.94 0.02
C 0.15 -1.23 0.07
C 0.58 0.60 1.35
C 0.39 -0.82 1.40
C -0.08 -2.58 -0.24
C -0.15 -3.47 0.81
C 0.20 -1.73 2.44
C -0.12 -3.04 2.14
N 0.32 -0.15 -0.75
H 0.09 -0.17 -1.76
H 0.53 1.98 -0.27
H -0.12 -2.89 -1.27
H 1.18 1.08 3.38
H -0.21 1.97 2.84
H -0.34 -4.51 0.56
H 0.46 -1.42 3.45
H -0.31 -3.72 2.95
H 1.37 2.39 2.19
C -1.04 2.57 -2.67
C -0.29 1.65 -3.65
O -0.32 0.41 -3.37
O 0.23 2.17 -4.65
H -1.77 3.14 -3.25
H -0.37 3.30 -2.19
H -1.65 1.96 -2.00
```

Results
Energy   -631.68785 Ha
Spin multiplicity   1
Total charge   -1
HOMO energy   -0.170 hartree
HOMO-LUMO gap   7.9 eV
Relative energy (zero: lowest compared OMol25 entry of this formula, charge and spin)   0.269 eV


[8]
Here is a gas-phase ion, C11H12NO2 (charge +1) in a non-equilibrium geometry from OMol25. Energies are from the ωB97M-V functional and the def2-TZVPD basis.

The geometry in XYZ format:
```
26
C11H12NO2 (the ωB97M-V functional and the def2-TZVPD basis)
C -3.75 -0.79 0.01
C -3.01 -1.60 -0.87
C -3.20 -0.05 1.09
C -1.64 -1.49 -0.79
C -1.84 -0.16 1.34
C -1.06 -0.80 0.28
C 2.84 1.06 0.24
C 3.16 -0.17 0.67
C 1.32 -1.59 -0.13
C 0.30 -0.83 0.58
C 1.71 2.60 -1.11
N 1.71 1.31 -0.45
O 1.15 -2.48 -0.91
O 2.64 -1.31 0.25
H -4.83 -0.94 -0.23
H -3.39 -2.22 -1.65
H -3.95 0.54 1.76
H -1.02 -2.01 -1.36
H -1.29 0.25 2.30
H 3.45 1.85 0.50
H 3.97 -0.41 1.38
H 0.70 -0.40 1.49
H 2.46 3.24 -0.42
H 1.94 2.70 -2.22
H 0.65 2.92 -0.91
H 0.97 0.76 -0.82
```

Results
Energy   -631.17787 Ha
Spin multiplicity   1
Total charge   +1
HOMO energy   -0.416 hartree
HOMO-LUMO gap   4.3 eV
Relative energy (zero: lowest compared OMol25 entry of this formula, charge and spin)   2.563 eV


[9]
Here is a molecular structure, C11H12NO6Ru in a non-equilibrium geometry from OMol25. Energies are from the ωB97M-V functional and the def2-TZVPD basis.

The geometry in XYZ format:
```
31
C11H12NO6Ru (the ωB97M-V functional and the def2-TZVPD basis)
O -2.05 -6.49 -1.90
C -1.49 -5.57 -2.31
Ru 0.09 -0.82 -2.69
O 2.19 -2.79 -1.73
C 1.27 -2.18 -2.06
C 1.58 0.17 -2.49
O 2.58 0.73 -2.37
C -0.14 2.70 -3.27
O -0.19 3.80 -3.61
C 0.71 -0.72 -4.44
O 1.12 -0.69 -5.54
H 0.05 -2.31 -2.65
O -0.80 -0.14 -1.00
C -0.57 -0.01 0.26
C 0.80 0.04 0.90
C 1.09 1.37 1.57
C 0.49 1.50 2.96
C -1.04 1.56 2.97
C -1.72 0.27 2.48
N -1.67 0.13 1.01
H 0.81 -0.80 1.61
H 1.52 -0.22 0.11
H 2.18 1.45 1.64
H 0.79 2.19 0.92
H 0.83 0.68 3.61
H 0.88 2.42 3.40
H -1.37 1.71 4.00
H -1.39 2.42 2.37
H -1.20 -0.58 2.94
H -2.79 0.27 2.77
H -2.55 -0.06 0.56
```

Results
Energy   -1025.99267 Ha
Spin multiplicity   5
Total charge   +3
HOMO energy (alpha / beta)   -0.749 / -0.750 hartree
HOMO-LUMO gap (alpha / beta)   8.8 / 3.5 eV
Relative energy (zero: lowest compared OMol25 entry of this formula, charge and spin)   3.108 eV


[10]
Here is a single C11H12NOPS molecule in a non-equilibrium geometry from OMol25. Energies are from the ωB97M-V functional and the def2-TZVPD basis.

The geometry in XYZ format:
```
27
C11H12NOPS (the ωB97M-V functional and the def2-TZVPD basis)
C -1.52 0.72 1.00
C 2.68 -1.40 3.35
C 1.77 -2.21 2.62
C 2.92 -0.05 2.97
C 1.27 -1.70 1.46
C 2.34 0.45 1.82
C 1.34 -0.30 1.14
C -2.52 0.70 -2.65
C -1.91 1.29 -1.33
C -1.46 0.24 -3.73
C -1.29 0.25 -0.38
N -1.82 1.01 2.07
O 1.12 1.65 -0.85
P 0.69 0.31 -0.55
S -0.71 -1.39 -3.41
H 3.26 -1.72 4.18
H 1.84 -3.27 2.89
H 3.54 0.56 3.65
H 0.65 -2.26 0.86
H 2.55 1.53 1.50
H -3.03 -0.20 -2.28
H -3.16 1.48 -3.11
H -1.23 2.15 -1.53
H -2.88 1.70 -0.75
H -2.10 0.26 -4.75
H -0.71 1.00 -3.80
H -1.62 -0.81 -0.37
```

Results
Energy   -1295.74487 Ha
Spin multiplicity   1
Total charge   0
HOMO energy (alpha / beta)   -0.297 / -0.297 hartree
HOMO-LUMO gap (alpha / beta)   4.8 / 4.8 eV
Relative energy (zero: lowest compared OMol25 entry of this formula, charge and spin)   3.127 eV


[11]
Here is a single C11H12NP molecule in a non-equilibrium geometry from OMol25. Energies are from the ωB97M-V functional and the def2-TZVPD basis.

The geometry in XYZ format:
```
25
C11H12NP (the ωB97M-V functional and the def2-TZVPD basis)
C -3.26 -0.65 -1.59
C -2.02 -0.66 -0.63
C -0.90 -1.38 -0.80
P 0.06 -1.55 0.75
C 1.63 -0.56 0.62
C 2.15 -0.28 -0.57
C 3.40 0.33 -0.77
C 4.38 0.67 0.09
C 4.13 0.68 1.56
N 4.36 0.85 2.69
C -0.91 -0.17 1.38
C -1.90 0.22 0.53
C -2.93 1.28 0.79
H -4.10 -0.37 -0.85
H -3.20 -1.64 -2.17
H -3.10 0.05 -2.42
H -0.88 -2.30 -1.41
H 2.16 -0.29 1.60
H 1.62 -0.47 -1.52
H 3.84 0.27 -1.77
H 5.45 0.85 -0.14
H -0.50 0.51 2.20
H -2.86 1.98 0.01
H -2.70 1.63 1.79
H -3.92 1.01 0.61
```

Results
Energy   -822.32292 Ha
Spin multiplicity   1
SMILES string   Cc1cp(/C=C/C=C\C#N)cc1C
Total charge   0
HOMO energy   -0.318 hartree
HOMO-LUMO gap   8.4 eV
Relative energy (zero: lowest compared OMol25 entry of this formula, charge and spin)   2.627 eV


[12]
Here is a single C11H12O molecule in a non-equilibrium geometry from OMol25. Energies are from the ωB97M-V functional and the def2-TZVPD basis.

The geometry in XYZ format:
```
24
C11H12O (the ωB97M-V functional and the def2-TZVPD basis)
C 2.59 -0.48 -1.70
C 1.25 -0.02 -1.35
C 0.65 0.87 -2.25
C -0.67 1.34 -2.02
C -1.40 1.02 -0.92
C -0.81 0.16 -0.01
C 0.52 -0.30 -0.17
C 1.29 -1.19 0.76
C 0.46 -1.45 2.04
C -0.72 -0.38 2.46
C -1.43 0.21 1.34
O -2.44 0.79 1.38
H 2.99 -1.36 -1.17
H 3.36 0.35 -1.61
H 2.59 -0.80 -2.79
H 1.15 1.13 -3.16
H -1.20 1.71 -2.85
H -2.51 1.20 -0.84
H 1.56 -2.26 0.54
H 2.27 -0.65 0.79
H 0.91 -1.76 2.98
H -0.08 -2.36 1.95
H -1.55 -0.60 3.18
H -0.32 0.47 2.86
```

Results
Energy   -501.53243 Ha
Spin multiplicity   1
SMILES string   Cc1cccc2c1CCCC2=O
Total charge   0
HOMO energy   -0.331 hartree
HOMO-LUMO gap   9.5 eV
Relative energy (zero: lowest compared OMol25 entry of this formula, charge and spin)   1.237 eV


Please write out number 9 again, unchanged.
Here is a molecular structure, C11H12NO6Ru in a non-equilibrium geometry from OMol25. Energies are from the ωB97M-V functional and the def2-TZVPD basis.

The geometry in XYZ format:
```
31
C11H12NO6Ru (the ωB97M-V functional and the def2-TZVPD basis)
O -2.05 -6.49 -1.90
C -1.49 -5.57 -2.31
Ru 0.09 -0.82 -2.69
O 2.19 -2.79 -1.73
C 1.27 -2.18 -2.06
C 1.58 0.17 -2.49
O 2.58 0.73 -2.37
C -0.14 2.70 -3.27
O -0.19 3.80 -3.61
C 0.71 -0.72 -4.44
O 1.12 -0.69 -5.54
H 0.05 -2.31 -2.65
O -0.80 -0.14 -1.00
C -0.57 -0.01 0.26
C 0.80 0.04 0.90
C 1.09 1.37 1.57
C 0.49 1.50 2.96
C -1.04 1.56 2.97
C -1.72 0.27 2.48
N -1.67 0.13 1.01
H 0.81 -0.80 1.61
H 1.52 -0.22 0.11
H 2.18 1.45 1.64
H 0.79 2.19 0.92
H 0.83 0.68 3.61
H 0.88 2.42 3.40
H -1.37 1.71 4.00
H -1.39 2.42 2.37
H -1.20 -0.58 2.94
H -2.79 0.27 2.77
H -2.55 -0.06 0.56
```

Results
Energy   -1025.99267 Ha
Spin multiplicity   5
Total charge   +3
HOMO energy (alpha / beta)   -0.749 / -0.750 hartree
HOMO-LUMO gap (alpha / beta)   8.8 / 3.5 eV
Relative energy (zero: lowest compared OMol25 entry of this formula, charge and spin)   3.108 eV